The following is a quantum chemistry calculation of a structure of composition C30H51Cl2HoN2PS at a distorted geometry, from the OMol25 dataset.

Structure (XYZ):
```
88
C30H51Cl2HoN2PS (the ωB97M-V functional and the def2-TZVPD basis)
P -0.13 0.65 -2.29
C -1.76 0.23 -3.07
C -2.23 1.08 -4.26
C -3.68 0.71 -4.63
C -3.82 -0.79 -4.94
C -3.31 -1.64 -3.77
C -1.86 -1.27 -3.42
C 1.26 0.08 -3.36
C 1.17 0.50 -4.84
C 2.48 0.16 -5.57
C 2.83 -1.33 -5.43
C 2.89 -1.74 -3.96
C 1.58 -1.41 -3.23
C -0.04 2.51 -2.43
C -1.19 3.16 -1.63
C -1.18 4.68 -1.80
C 0.17 5.28 -1.40
C 1.32 4.62 -2.18
C 1.31 3.09 -2.00
H -2.45 0.41 -2.23
H -1.58 0.92 -5.13
H -2.19 2.15 -4.02
H -4.00 1.31 -5.49
H -4.33 0.97 -3.79
H -4.87 -1.03 -5.16
H -3.24 -1.03 -5.84
H -3.94 -1.47 -2.88
H -3.38 -2.70 -4.01
H -1.51 -1.88 -2.58
H -1.22 -1.49 -4.28
H 2.11 0.61 -2.90
H 3.30 0.77 -5.14
H 0.96 1.57 -4.93
H 0.35 -0.03 -5.32
H 2.41 0.44 -6.63
H 3.79 -1.54 -5.93
H 2.06 -1.92 -5.95
H 3.10 -2.82 -3.87
H 3.71 -1.21 -3.46
H 1.66 -1.67 -2.17
H 0.77 -2.02 -3.65
H -0.18 2.74 -3.49
H -2.16 2.74 -1.93
H -1.07 2.90 -0.57
H -1.39 4.93 -2.84
H -1.98 5.12 -1.19
H 0.34 5.12 -0.32
H 0.18 6.36 -1.56
H 2.28 5.02 -1.85
H 1.22 4.86 -3.25
H 2.13 2.66 -2.59
H 1.52 2.83 -0.96
Ho 0.00 0.00 0.00
Cl 2.39 0.23 -0.19
Cl -2.38 0.33 0.23
C -0.35 -1.79 -0.26
H -1.41 -2.01 -0.47
C 0.44 -3.01 -0.24
C 1.85 -3.06 -0.19
C 2.52 -4.28 -0.18
C 1.80 -5.48 -0.21
C 0.41 -5.46 -0.25
C -0.26 -4.24 -0.27
H 2.40 -2.12 -0.17
H 3.60 -4.29 -0.15
H -0.15 -6.39 -0.28
H -1.35 -4.21 -0.31
H 2.33 -6.43 -0.20
C 2.52 -0.17 3.43
N 1.32 -0.09 4.27
C 1.53 -0.11 5.70
C 0.00 0.00 3.62
S 0.00 0.00 2.00
N -1.30 0.08 4.31
C -1.57 0.09 5.74
C -2.52 0.17 3.50
H 3.46 -0.24 4.02
H 2.60 0.74 2.80
H 2.48 -1.07 2.79
H 1.19 0.84 6.15
H 1.07 -1.01 6.14
H 2.61 -0.18 5.97
H -2.10 1.03 6.01
H -2.22 -0.77 6.00
H -0.73 0.03 6.42
H -2.49 1.10 2.89
H -2.61 -0.73 2.86
H -3.44 0.23 4.13
```

Output
- LUMO (alpha / beta): 2.468 / 2.463 eV
- 2S+1: 5
- Frontier orbital gap (alpha / beta): 4.92 / 5.08 eV
- Net charge: -1
- Maximum force: 0.23873 hartree/bohr
- DFT total energy: -105881.5756 eV
- Highest occupied orbital energy (alpha / beta): -2.46 / -2.62 eV

Mulliken population analysis, charges in e, atoms 1 to 8:
1 P 0.375
2 C 0.251
3 C -0.530
4 C -1.006
5 C -0.736
6 C -0.908
7 C -0.370
8 C -0.264